[1]
Molecular formula: C5H20N2O3S
Method: DFT, ωB97M-V with the def2-TZVPD basis set

Atoms and positions in Å:
O1 -3.7372 1.0163 -0.0169
H1 -0.8839 0.5908 1.0192
H2 -2.5191 -1.2063 1.0678
H3 1.2820 0.3635 -0.7438
H4 0.7031 0.0364 1.6423
C1 -1.6597 -1.7054 1.4930
C2 -0.6138 -0.0846 -1.8100
C3 0.1684 0.6162 -0.6451
H5 -4.1301 0.2773 -0.5527
H6 0.7871 1.6117 -2.7451
H7 3.8129 0.7598 -0.3443
H8 3.1593 0.7109 -1.6019
O2 3.1326 1.1694 -0.8819
H9 1.1378 -2.3902 -0.3881
H10 -2.9368 1.2156 -0.5695
H11 0.0982 -3.4736 0.5762
H12 1.6470 1.4145 2.4576
S1 -0.2386 0.9350 -3.3677
N1 -0.1104 2.0089 -0.6539
H13 -0.0941 -0.9974 -2.0627
H14 0.6691 2.6391 -0.6568
O3 2.5472 1.4255 1.9240
C4 -0.0651 -0.0155 0.8840
H15 1.1880 -2.5205 1.3450
H16 2.3028 1.2928 0.9308
H17 -1.4923 -1.2882 2.4313
H18 -0.8607 2.4549 -0.0180
N2 -0.4726 -1.3929 0.5483
H19 -1.7605 -2.7813 1.8166
C5 0.5354 -2.4400 0.5957
H20 -1.5963 -0.2427 -1.6736

Output
Relative energy (zero: lowest compared OMol25 entry of this formula, charge and spin) = 81.1 kcal per mole
Structure (SMILES) = CN(C)C[C@H](N)CS.O.O.O
HOMO = -0.3125 Eh
Gap between HOMO and LUMO = 8.9 eV
Total charge = 0

[2]
Molecular formula: C48H67N5O5PSiSr
Method: DFT, ωB97M-V with the def2-TZVPD basis set

Atoms and positions in Å:
H1 2.5041 3.7587 1.7436
C1 -6.1835 1.7416 1.0427
C2 3.5677 2.8884 -1.3580
C3 -1.1152 3.1601 -5.2823
H2 5.5815 2.3498 -1.8641
H3 -4.4864 2.5512 -0.8492
H4 3.2046 2.7402 -2.3691
C4 5.3833 2.8213 0.2193
H5 5.3357 -6.1974 0.9471
H6 -2.8347 -1.6114 3.0063
C5 0.4773 4.9554 0.2454
H7 4.8673 3.3335 2.2423
H8 5.9159 -3.8149 0.5245
H9 1.8439 -6.6924 -1.5054
H10 -6.5590 1.4331 0.0633
P1 0.8800 3.3851 -0.5944
H11 -4.6454 0.4543 -1.7460
C6 -0.0812 3.6054 -4.4886
C7 2.6790 -3.7254 -0.6230
H12 3.9702 0.1653 0.1740
H13 3.1963 -2.5222 4.0963
C8 -4.6600 1.6332 1.1261
H14 3.4314 -1.2945 -2.3531
N1 0.9984 0.1100 -1.5286
H15 1.4871 -0.7403 -1.2490
Sr1 -0.5553 -0.0555 0.8032
H16 6.4259 2.6348 0.4449
H17 -2.9919 2.6241 0.0910
H18 1.4890 0.0702 -3.5977
H19 -1.0578 3.2733 -6.3581
C9 3.2623 -0.3898 4.5059
H20 1.0205 -4.6318 -2.7335
H21 -4.2496 -2.4374 3.6639
H22 1.7168 -4.7597 0.7847
H23 -3.0653 1.9750 -2.8024
H24 2.6052 -0.9623 0.2125
H25 -1.9827 6.1675 2.2323
N2 0.8623 3.7960 -2.2695
C10 0.8386 2.1387 2.9973
C11 4.5731 -5.5338 0.5602
H26 0.8435 -7.2418 0.7230
C12 2.6653 0.8306 4.2292
O1 1.0849 3.1375 3.6755
H27 5.5127 -1.7791 -0.1892
C13 4.9098 2.6613 -1.0731
C14 4.5090 3.2143 1.2272
C15 0.6107 -0.0008 -2.9401
H28 2.1584 6.0954 -0.4608
H29 3.0662 -6.9963 0.5498
C16 2.2343 -5.0885 -0.1515
C17 -4.2106 2.0225 2.5356
H30 4.1107 -0.4418 5.1785
H31 -2.0215 -0.6633 -2.4695
H32 -4.6128 -2.9468 0.0141
N3 1.1264 -0.2612 2.7960
H33 -0.0388 0.8430 -3.1856
C18 1.2376 6.1168 0.1137
H34 -0.3683 -1.2683 -4.3291
H35 -6.4388 -0.7407 2.5288
O2 1.9202 -2.9463 -1.1855
C19 4.4423 -1.4297 -1.9826
C20 0.2966 -6.6712 -0.0302
C21 -0.6816 4.9803 1.0134
H36 0.5674 -2.1424 -3.1293
H37 -0.3280 -5.9480 0.4983
H38 1.4334 8.1900 0.6215
H39 3.8572 -1.0719 1.4355
C22 -0.1155 -1.2977 -3.2652
C23 -4.5863 -1.5473 1.7067
C24 1.5787 0.8487 3.3660
Si1 -3.8527 -0.0856 0.6009
H40 4.9294 -2.1839 -2.6047
H41 -3.0956 -2.9510 0.9435
H42 -0.3332 -4.5795 -1.6021
H43 -0.3319 -2.5844 -1.0226
H44 -0.3517 -7.3622 -0.5729
H45 -4.3645 -1.2705 -1.6171
H46 -4.5308 -3.7188 1.6015
C25 -4.1839 -2.8565 1.0152
H47 -6.5028 2.7820 1.2023
C26 1.2365 -5.9399 -0.9881
H48 1.5196 4.4548 -2.6608
H49 -4.5312 3.0471 2.7729
C27 -4.7640 -0.4060 -1.0788
C28 2.7683 -1.5456 3.9196
C29 4.4646 -1.8391 -0.5051
C30 -2.2179 2.5489 -4.6927
N4 -1.0864 -1.9070 -1.0845
C31 4.9118 -4.1528 0.2855
C32 -3.9249 -1.5593 3.0876
O3 0.1373 -2.4044 1.5450
H50 -6.6390 -1.4931 0.9453
H51 -4.1710 -0.6727 3.6748
H52 -6.6853 1.1339 1.7959
C33 2.6863 3.2937 -0.3565
H53 4.9819 -0.4872 -2.1087
H54 -6.4206 -2.4957 2.3839
H55 -0.6448 8.2298 1.9643
H56 -5.8410 -0.5713 -0.9576
C34 3.1738 3.4521 0.9464
C35 -0.3315 7.3125 1.4806
H57 0.8062 4.0548 -4.9166
C36 1.1062 -2.6458 2.3155
C37 3.6791 -0.8677 0.3791
C38 4.0504 -3.2746 -0.2553
H58 -3.0452 2.1751 -5.2790
N5 -1.2502 2.8822 -2.5271
C39 -1.0852 6.1596 1.6272
H59 -1.2449 4.0679 1.1555
H60 1.6782 0.8554 -1.4090
C40 0.8360 7.2924 0.7249
C41 1.6899 -1.4359 3.0528
C42 -0.1847 3.4327 -3.0995
C43 0.4151 -5.2287 -2.0557
H61 -1.9046 -2.2981 -0.6308
C44 -1.3887 -1.5578 -2.4722
C45 -4.0827 2.6763 0.1591
O4 1.6582 -3.7366 2.5302
H62 -3.1211 1.9889 2.6353
C46 3.3323 -5.9659 0.3420
H63 -4.3482 3.6913 0.4867
H64 -4.6367 1.3654 3.2973
H65 -0.1216 -5.9804 -2.6411
H66 -1.9588 -2.3467 -2.9810
O5 0.0396 2.0175 2.0218
H67 2.9959 1.7605 4.6699
C47 -2.2293 2.4384 -3.3144
C48 -6.1027 -1.5630 1.8953

Output
Relative energy (zero: lowest compared OMol25 entry of this formula, charge and spin) = 28.9 kcal per mole
HOMO = -0.1308 Eh
Gap between HOMO and LUMO = 5.7 eV
Total charge = -1

[3]
Molecular formula: C41H41DyP2Si
Method: DFT, ωB97M-V with the def2-TZVPD basis set

Atoms and positions in Å:
C1 -3.4260 -3.5371 1.0708
C2 1.7621 2.1978 -1.5540
H1 -4.2743 -3.2055 1.6726
H2 2.4866 0.3938 6.2343
Si1 0.0125 -0.0123 5.8779
C3 -0.6175 0.1204 2.8468
Dy1 -1.3388 0.1594 0.6230
H3 1.6951 -1.0280 -2.8157
H4 -2.6248 -1.5588 1.1958
C4 -1.4762 0.8725 6.5769
C5 0.4120 4.1651 2.6356
C6 -0.9043 -1.1348 -5.0173
C7 -1.6505 -1.7791 -2.8030
H5 4.1638 -3.1613 1.7268
H6 -2.9494 -1.5303 -4.5052
H7 1.5465 -3.6153 -2.4711
C8 -0.2869 0.0604 4.0593
C9 -0.1472 3.1771 0.4923
H8 0.5425 0.6349 -6.0035
H9 1.2815 -0.5982 -5.0188
H10 -4.3678 1.8160 -4.2331
H11 1.1495 4.0861 -2.4397
H12 1.6184 1.8958 6.2347
C10 -2.2438 -5.2495 -0.1546
C11 4.0613 -4.0475 -0.2499
H13 -2.8248 1.5764 -0.2308
H14 -1.7643 4.1538 -0.5837
P1 0.0246 -1.8191 -0.5170
C12 -1.1441 4.1580 0.3243
C13 0.3880 -0.9483 -4.4859
H15 3.3563 4.5580 -3.4695
H16 -0.3529 -4.6308 -0.9805
C14 -1.2412 -4.3160 -0.4256
H17 2.7096 0.3738 -0.7847
C15 0.6572 -1.1853 -3.1439
C16 0.0520 -1.7510 6.5812
H18 1.0009 4.1502 3.5451
H19 -2.4460 -2.1504 -2.1586
C17 2.0939 -3.4943 -1.5386
C18 -3.6215 1.4973 -2.2291
H20 -1.1925 -0.9897 -6.0578
H21 0.0549 -1.7559 7.6897
C19 3.3188 -4.1657 -1.4294
H22 5.0255 -4.5675 -0.1522
C20 2.3704 -2.5773 0.6965
C21 0.6526 3.2160 1.6530
C22 4.2548 2.7304 -2.7334
C23 2.8379 1.2946 -1.3768
C24 -1.2752 1.9333 -1.8489
C25 -2.2461 2.2222 -4.0578
H23 -4.5743 1.1561 -1.8270
C26 -1.9216 -1.4782 -4.1358
C27 1.9592 3.3748 -2.2976
H24 4.8989 0.8305 -1.8692
C28 -1.1373 2.2232 -3.2134
H25 2.0021 -1.9633 1.5281
H26 -1.5176 1.8947 6.1880
H27 -2.1956 5.8282 1.2077
C29 -0.5954 5.1181 2.4779
C30 -1.3248 -2.9890 -0.0012
H28 -2.3822 0.3924 6.1937
H29 -0.7889 5.8554 3.2574
C31 4.0730 1.5522 -1.9773
H30 -1.5006 0.8907 7.6813
H31 -0.1671 2.4717 -3.6310
C32 -0.3495 -1.6531 -2.2871
C33 -2.5562 1.5955 -1.3323
C34 3.2028 3.6448 -2.8858
C35 3.5811 -3.2543 0.8060
C36 -3.3393 -4.8539 0.6271
P2 0.1880 1.8736 -0.7423
C37 1.6113 -2.6972 -0.4856
H32 -4.1159 -5.5803 0.8636
H33 -2.1597 -6.2708 -0.5321
H34 1.5493 0.8496 7.6703
C38 1.5463 0.8520 6.5582
H35 0.9170 -2.3294 6.2457
H36 -2.1508 2.5074 -5.1011
C39 -3.4947 1.8393 -3.5688
H37 3.7024 -4.7681 -2.2581
C40 -1.3799 5.1083 1.3233
C41 -2.4543 -2.5827 0.7583
H38 -0.0644 0.8832 -6.3732
H39 1.4028 2.4348 1.8113
H40 5.2373 2.9361 -3.1897
H41 -0.8148 -2.3263 6.2445

Output
Spin multiplicity = 6
HOMO (alpha / beta) = -0.5146 / -0.5149 Eh
Gap between HOMO and LUMO (alpha / beta) = 7.7 / 7.6 eV
Total charge = +2

[4]
Molecular formula: C41H106F6N5O5P2
Method: DFT, ωB97M-V with the def2-TZVPD basis set

Atoms and positions in Å:
F1 2.4552 0.4502 -1.6412
C1 -8.0092 3.8881 0.3168
N1 6.6398 -1.6930 1.6033
H1 -8.3634 -3.9852 -1.8115
H2 6.6684 3.1209 -7.2684
H3 -2.7064 2.8155 -1.7243
H4 3.3317 0.9816 -5.3501
H5 5.7237 2.0534 -2.5030
H6 3.0646 3.6260 -4.5587
H7 -5.9440 3.0432 0.2399
F2 1.5016 2.1469 -0.4198
C2 -5.1843 -2.3119 3.2857
H8 -4.3562 1.3651 0.6067
H9 -2.6176 4.9795 -0.3877
H10 -1.0179 2.2841 -1.3995
H11 -5.4030 0.4919 2.8056
H12 -7.5391 4.8693 0.3826
H13 -5.9585 -1.2652 -1.9144
H14 4.0376 2.1911 -6.5102
H15 2.9231 -2.4499 -1.4219
H16 2.7028 2.1294 -3.5969
H17 4.6318 -2.4195 1.6710
H18 -0.2390 -4.3328 -3.4772
H19 -6.1097 -4.2236 3.6899
H20 -2.2131 4.7696 -3.7724
H21 0.1741 4.2576 -3.4807
C3 -1.6634 2.8947 -2.0309
C4 -7.3875 -4.3348 -1.4748
F3 2.4429 1.1273 1.5079
H22 2.6927 1.1169 6.8733
H23 0.4099 -2.0675 6.5275
H24 7.3476 -3.5804 2.4619
H25 2.0762 0.3324 8.2088
H26 -1.8562 6.2768 -2.9295
H27 0.8752 0.5103 6.9143
H28 -8.2987 3.8417 -0.7330
H29 -10.0626 4.5434 0.8255
H30 -0.8083 6.0671 1.1927
H31 5.5960 -1.4762 -0.2727
C5 7.4727 -3.0569 1.5140
H32 3.6813 -1.2976 8.4473
H33 2.2106 -4.0377 -1.0259
C6 -2.3018 5.2883 -2.8179
C7 6.4203 -0.9646 0.2242
C8 -3.7452 -0.7072 0.3645
C9 -9.3154 3.8047 1.1158
O1 5.7341 -4.2790 0.2983
H34 6.1813 0.0926 0.3401
H35 2.8293 -3.7856 -5.9448
C10 -6.3120 -0.0331 2.5120
C11 3.6986 -1.3354 7.3581
H36 0.3240 5.5947 -2.4106
H37 -5.3903 -3.5459 -1.7408
C12 -6.3870 -1.4659 3.2359
H38 -7.1304 0.5505 2.9336
C13 2.5188 -3.7282 -3.6968
C14 7.0556 3.0339 -5.3882
H39 -7.9703 -1.5871 0.2463
N2 1.4035 -3.1938 -2.7034
H40 4.8800 0.7454 -5.9867
C15 1.9354 0.3758 7.1288
O2 0.8610 -4.1740 -5.4480
H41 -1.6012 -0.9836 0.2395
H42 -4.2974 -1.7389 3.5564
H43 1.6292 -1.1166 -3.1872
H44 -7.2676 -1.8944 2.7573
C16 5.3806 1.4371 -3.3339
H45 -5.5638 -3.4347 5.2012
H46 7.3879 -3.5773 -0.6811
H47 -2.1449 0.5076 -0.5062
H48 -4.4936 -4.2456 4.0429
H49 -7.2852 -4.5546 -0.4121
O3 6.9557 2.4305 -6.6664
H50 0.7804 -4.1409 -6.4041
C17 -6.9058 -1.5710 0.0126
H51 6.9853 0.1277 2.6808
H52 3.4208 -0.2275 5.0432
H53 5.0351 -0.8042 2.4390
H54 3.5202 -3.4095 -3.4074
P1 -6.3543 0.0032 0.7564
F4 0.9248 -0.0283 0.0396
H55 3.9653 -2.3816 7.2084
H56 -1.6796 2.6124 -3.0835
H57 4.6398 0.7190 -2.9821
H58 7.7382 -1.2755 3.3672
H59 -9.7771 2.8223 1.0172
C18 0.1856 -4.1667 -2.4871
H60 4.4719 -0.6298 7.0544
H61 7.3619 -1.0714 -0.3144
H62 8.5092 -2.8957 1.2179
H63 1.9999 -2.3785 -5.4382
H64 -4.9490 -2.6905 2.2910
N3 4.7108 2.3474 -4.4248
H65 7.6015 -4.8550 0.4239
F5 3.2435 -0.6101 0.1473
H66 -6.5425 -2.4016 0.6177
C19 -1.8421 0.7372 1.5758
C20 7.5434 -0.7716 2.4205
C21 -0.6934 6.0046 0.1106
H67 -7.6833 -1.4920 -2.0481
H68 0.2961 -1.8095 -4.0314
H69 -2.3910 0.5532 2.4993
H70 0.1402 -2.2360 3.5016
H71 0.7546 -0.0841 4.5318
C22 0.0714 4.5346 -2.4316
H72 -6.6280 -1.2183 4.2697
H73 0.5268 -5.1106 -2.0619
H74 -3.9339 -1.1325 1.3502
H75 5.8700 4.1055 -3.8940
C23 -2.2854 -0.1432 0.3568
H76 -1.1390 3.9483 0.1476
C24 1.9938 -3.0101 -1.3176
H77 -0.7553 0.6991 1.6496
H78 -3.3530 5.2499 -2.5322
C25 -6.7906 -1.8651 -1.5460
H79 -7.1985 -5.2891 -1.9664
H80 1.8214 -3.0635 6.9360
H81 3.7072 3.5977 -3.0074
H82 0.7496 3.9251 -1.8344
H83 1.2531 -2.5603 -0.6564
P2 2.3625 0.7819 -0.0804
O4 -0.9642 7.2643 -0.5288
H84 5.6582 -5.0631 -0.2504
H85 3.2376 -1.8958 4.9413
H86 7.7215 3.8834 -5.5404
C26 5.3066 -1.8522 2.3121
C27 2.1037 -3.4390 -5.2089
H87 -0.5422 7.9922 -0.0665
H88 8.4976 -0.6991 1.8985
C28 5.7131 3.5097 -4.7932
C29 1.3394 -2.0990 7.0960
H89 1.8176 -0.6650 3.1592
C30 -1.5467 4.7801 -0.4270
H90 -0.5594 -3.7184 -1.8297
H91 6.2164 0.8871 -3.7664
H92 -2.0777 1.7885 1.4101
H93 7.6968 2.4645 -4.7154
C31 -7.4691 1.3765 0.2547
H94 -7.6571 1.3845 -0.8189
C32 0.8056 -1.8206 -3.0680
C33 7.0578 -3.9184 0.3001
N4 -1.3739 4.4062 -1.9074
H95 5.2001 4.1422 -5.5177
C34 -6.4283 -3.3169 -1.9825
C35 3.4236 2.9185 -3.8113
O5 0.7827 -2.1125 4.2041
F6 3.6503 1.7038 -0.2365
C36 1.4281 -0.8558 4.1592
C37 4.2160 1.5426 -5.6525
N5 2.3769 -1.0217 6.6792
C38 -4.7144 0.4638 0.1092
C39 2.6548 -0.9967 5.1418
H96 -6.3420 -3.2961 -3.0689
H97 -3.8016 -1.5590 -0.3131
H98 5.4515 -2.3666 3.2620
H99 -9.1825 4.0554 2.1682
C40 -5.3530 -3.5825 4.1420
H100 0.3720 5.7867 0.0362
H101 -8.4053 1.2371 0.7952
H102 2.5487 -4.8107 -3.5729
H103 -4.7428 0.6410 -0.9659
H104 0.1608 -1.3934 -2.3000
H105 -6.7733 2.8608 1.7306
H106 1.2151 -1.9725 8.1715
C41 -6.9127 2.7634 0.6540

Output
Relative energy (zero: lowest compared OMol25 entry of this formula, charge and spin) = 72.0 kcal per mole
HOMO = -0.7053 Eh
Gap between HOMO and LUMO = 10.0 eV
Total charge = +5